Version A
Molecular formula: C2H6FNS
Method: DFT, ωB97M-V with the def2-TZVPD basis set

* lowest unoccupied orbital energy (spin up / spin down): 0.0127 / 0.0197 Eh
* HOMO energy (spin up / spin down): -7.96 / -7.56 eV
* orbital gap (spin up / spin down): 8.30 / 8.09 eV

```
! wB97M-V def2-TZVPD RIJCOSX def2/J DEFGRID3
* xyz 0 1
C -1.6083 -0.5405 1.3151
C 0.7441 -0.7259 0.6125
N 1.4850 0.7452 -1.4973
F -2.1989 -1.4036 0.4614
S 0.4219 -0.4954 -0.9881
H -2.0568 -0.5845 2.3016
H -1.5894 0.4659 0.9195
H 1.6409 -0.0193 0.7808
H 0.9737 -1.7613 0.9839
H 1.8984 0.3167 -2.3514
H 0.8415 1.4812 -1.8726
*
```

Here are the Mulliken charges for atoms 1 to 2, given in e: -0.303, -0.572

***

Version B
Molecular formula: C2H6FNS
Method: DFT, ωB97M-V with the def2-TZVPD basis set

* lowest unoccupied orbital energy (spin up / spin down): -0.0878 / -0.0878 Eh
* HOMO energy (spin up / spin down): -8.64 / -8.64 eV
* orbital gap (spin up / spin down): 6.25 / 6.25 eV

```
! wB97M-V def2-TZVPD RIJCOSX def2/J DEFGRID3
* xyz 0 1
C -0.0017 -1.1212 -0.4380
C -0.0033 1.0170 0.6213
N 0.2423 -0.3648 0.7265
F 2.8829 0.9509 -0.4367
S 3.1192 -0.3891 0.4830
H 0.4465 -2.1112 -0.3239
H -1.0864 -1.2507 -0.5635
H 0.3589 -0.6417 -1.3574
H -0.1737 1.4262 1.6181
H 0.8742 1.5335 0.1986
H -0.8319 1.2593 -0.0571
*
```

Here are the Mulliken charges for atoms 1 to 2, given in e: -0.783, -0.587

***

Which of them is the least stable? Correct choice: version B.

***

Version A
Molecular formula: C7H13N3O4
Method: DFT, ωB97M-V with the def2-TZVPD basis set

* lowest unoccupied orbital energy: 0.0178 Eh
* HOMO energy: -9.13 eV
* SMILES: NC(=O)CC[C@H](N)C(=O)NCC(=O)O
* orbital gap: 9.61 eV

```
! wB97M-V def2-TZVPD RIJCOSX def2/J DEFGRID3
* xyz 0 1
C 0.3388 0.5363 0.4569
C -0.8020 1.4515 -0.1633
C 0.7437 -0.8869 -0.1270
C 2.2483 -1.0244 -0.8397
C 3.4069 -0.2814 -0.1442
C -2.7455 -0.0879 0.5333
C -4.1106 -0.6583 -0.0822
H -0.3771 -0.0270 2.2848
H 1.1341 0.5271 2.2016
H 1.2858 1.1532 0.1194
H 0.8854 -1.5288 0.7058
H 0.0463 -1.4750 -0.6918
H 2.5726 -1.9939 -0.9061
H 2.0819 -0.7460 -1.8517
H 4.5557 -0.0760 -1.9192
H 5.3421 0.5670 -0.4928
H -2.4908 2.0038 -0.4490
H -3.0784 0.2723 1.4917
H -1.9540 -0.7846 0.6115
H -5.3886 0.2111 -1.1918
N 0.2180 0.5711 1.8784
N 4.6265 -0.1865 -0.8652
N -2.1139 1.0998 -0.2097
O -0.4803 2.5798 -0.6193
O 3.3264 0.0150 0.9951
O -4.7257 -1.7231 0.0349
O -4.5456 0.4921 -0.7604
*
```

Here are the Mulliken charges for atoms 1 to 2, given in e: 0.520, 0.127

***

Version B
Molecular formula: C7H13N3O4
Method: DFT, ωB97M-V with the def2-TZVPD basis set

* lowest unoccupied orbital energy: 0.0150 Eh
* HOMO energy: -9.67 eV
* SMILES: C[C@H](NC(=O)[C@@H](N)CC(N)=O)C(=O)O
* orbital gap: 10.08 eV

```
! wB97M-V def2-TZVPD RIJCOSX def2/J DEFGRID3
* xyz 0 1
C 1.1324 -0.6897 -0.1674
C -0.1449 0.1798 -0.2769
C 1.6828 -0.5746 1.2394
C 2.8411 -1.4992 1.5954
C -2.5164 0.4017 0.0602
C -2.6127 1.1279 -1.2780
C -2.5809 1.4958 1.1483
H 2.4122 0.6316 -0.9533
H 1.6705 -0.1867 -2.0734
H 0.8862 -1.7743 -0.2939
H 0.9434 -0.6789 2.0821
H 1.9577 0.4529 1.4681
H 4.4546 -2.3780 0.8498
H 3.4267 -1.6406 -0.3502
H -1.2797 -1.2091 0.5978
H -3.4479 -0.2390 0.1608
H -1.8560 2.3439 1.0940
H -2.4930 0.9591 2.1662
H -3.5974 1.8738 1.1890
H -2.4996 0.7545 -3.1382
N 2.1703 -0.3337 -1.1502
N 3.5773 -1.9742 0.5750
N -1.3443 -0.4357 -0.1009
O 0.0000 1.3920 -0.4845
O 3.0884 -1.7409 2.7782
O -2.8843 2.2961 -1.4798
O -2.4803 0.2586 -2.3130
*
```

Here are the Mulliken charges for atoms 1 to 2, given in e: 0.487, 0.021

***

Which of them is the least stable? Correct choice: version A.

***

Version A
Molecular formula: CH4INS
Method: DFT, ωB97M-V with the def2-TZVPD basis set

* lowest unoccupied orbital energy (spin up / spin down): -0.1163 / -0.1164 Eh
* HOMO energy (spin up / spin down): -8.60 / -8.60 eV
* orbital gap (spin up / spin down): 5.43 / 5.43 eV

```
! wB97M-V def2-TZVPD RIJCOSX def2/J DEFGRID3
* xyz 0 1
C 0.4982 -0.6228 0.3722
N 0.6559 0.5515 -0.5560
S 0.0229 2.0514 -0.2442
I -3.1005 0.3124 0.0582
H 0.7370 -0.2539 1.4768
H -0.5222 -0.9318 0.3295
H 1.0857 -1.4915 0.1207
H 0.6230 0.3848 -1.5573
*
```

Here are the Mulliken charges for atoms 1 to 2, given in e: -0.504, -0.198

***

Version B
Molecular formula: CH4INS
Method: DFT, ωB97M-V with the def2-TZVPD basis set

* lowest unoccupied orbital energy (spin up / spin down): -0.0572 / -0.0440 Eh
* HOMO energy (spin up / spin down): -8.92 / -8.95 eV
* orbital gap (spin up / spin down): 7.37 / 7.75 eV

```
! wB97M-V def2-TZVPD RIJCOSX def2/J DEFGRID3
* xyz 0 1
C -0.5621 0.8924 0.0955
N 0.4580 0.2240 -0.5282
S -0.1113 -2.0083 0.3057
I 2.3004 0.3712 0.0596
H -0.4981 0.6762 1.1421
H -0.2929 1.9638 0.0645
H -1.5900 0.6815 -0.2562
H 0.2960 -2.8008 -0.8830
*
```

Here are the Mulliken charges for atoms 1 to 2, given in e: -0.685, -0.468

***

Version C
Molecular formula: CH4INS
Method: DFT, ωB97M-V with the def2-TZVPD basis set

* lowest unoccupied orbital energy (spin up / spin down): -0.0860 / -0.0313 Eh
* HOMO energy (spin up / spin down): -9.17 / -9.39 eV
* orbital gap (spin up / spin down): 6.84 / 8.54 eV

```
! wB97M-V def2-TZVPD RIJCOSX def2/J DEFGRID3
* xyz 0 1
C 0.4128 0.9391 0.1003
N -0.0032 0.0513 1.1256
S -0.1744 -2.3256 -0.7100
I -1.7627 0.5894 1.9755
H -0.3863 0.9366 -0.7088
H 0.3739 1.9400 0.4096
H 1.2908 0.7797 -0.3656
H 0.2492 -2.9106 -1.8265
*
```

Here are the Mulliken charges for atoms 1 to 2, given in e: -0.872, -0.362

***

Which of them is the least stable? Correct choice: version C.

***

Version A
Molecular formula: CH4INS
Method: DFT, ωB97M-V with the def2-TZVPD basis set

* lowest unoccupied orbital energy: -0.0009 Eh
* HOMO energy: -7.93 eV
* orbital gap: 7.90 eV

```
! wB97M-V def2-TZVPD RIJCOSX def2/J DEFGRID3
* xyz 0 1
C 0.1027 0.1162 -0.3395
N -0.7573 -0.5637 -1.1224
S 0.0094 1.2229 1.8895
I 2.1667 0.3743 2.4373
H 0.2209 1.0976 -0.8896
H -0.9214 -1.5349 -0.7683
H 0.8024 -0.5551 0.1636
H -1.6233 -0.1572 -1.3706
*
```

Here are the Mulliken charges for atoms 1 to 2, given in e: -0.372, -0.409

***

Version B
Molecular formula: CH4INS
Method: DFT, ωB97M-V with the def2-TZVPD basis set

* lowest unoccupied orbital energy (spin up / spin down): -0.0238 / -0.0324 Eh
* HOMO energy (spin up / spin down): -8.36 / -8.60 eV
* orbital gap (spin up / spin down): 7.71 / 7.72 eV

```
! wB97M-V def2-TZVPD RIJCOSX def2/J DEFGRID3
* xyz 0 1
C 0.0093 -0.6961 0.1013
N -0.1091 1.0953 1.8631
S 0.7751 -0.3023 1.6793
I 0.2173 2.1506 3.5355
H -0.9694 -1.3730 -0.0184
H 0.7625 -1.2185 -0.5884
H -0.2179 0.2001 -0.4855
H 0.3496 2.2288 0.4746
*
```

Here are the Mulliken charges for atoms 1 to 2, given in e: -0.718, -0.443

***

Which of them is the least stable? Correct choice: version B.